[1]
Below is one molecule with the formula C17H19N3O4, with properties calculated with ωB97M-V/def2-TZVPD.

Properties
SMILES   CN1C(=O)N(C)C(=O)C2(Cc3ccccc3N3CCOC[C@@H]32)C1=O
Energy above the lowest of the compared OMol25 structures with the same formula, charge and spin   27.3 kcal/mol
Lowest unoccupied orbital energy   0.020 hartree
Maximum force   0.0102 hartree/bohr
E_HOMO   -7.826 eV

Last column: Löwdin charge in e.
Geometry (Å):
C 3.29 1.70 -1.08  0.0088
N 2.56 0.81 -0.19  0.0292
C 3.25 -0.30 0.25  -0.4492
O 4.32 -0.61 -0.19  0.1219
N 2.66 -1.01 1.30  0.0330
C 3.51 -2.00 1.95  0.0089
C 1.39 -0.79 1.78  -0.3629
O 1.00 -1.33 2.79  0.1197
C 0.52 0.06 0.90  -0.2060
C -0.69 0.62 1.64  -0.0401
C -1.68 1.21 0.68  -0.1454
C -2.57 2.17 1.15  -0.0332
C -3.51 2.75 0.31  -0.0923
C -3.54 2.37 -1.02  -0.0886
C -2.66 1.42 -1.50  -0.0152
C -1.73 0.81 -0.66  -0.1622
N -0.81 -0.11 -1.18  -0.0332
C -1.27 -1.04 -2.20  -0.1171
C -2.23 -2.07 -1.56  -0.1607
O -2.08 -2.07 -0.15  -0.1103
C -0.74 -2.12 0.25  -0.1204
C 0.03 -0.85 -0.25  -0.1749
C 1.30 1.19 0.24  -0.3421
O 0.88 2.30 0.06  0.1549
H 4.13 2.15 -0.56  0.1036
H 3.67 1.13 -1.93  0.0975
H 2.60 2.47 -1.42  0.0933
H 3.88 -2.70 1.20  0.0983
H 4.36 -1.51 2.42  0.1037
H 2.91 -2.51 2.69  0.0912
H -1.16 -0.19 2.22  0.1353
H -0.36 1.38 2.35  0.1422
H -2.52 2.46 2.19  0.1155
H -4.19 3.49 0.69  0.0980
H -4.25 2.83 -1.70  0.1010
H -2.70 1.17 -2.54  0.1011
H -1.76 -0.50 -3.01  0.1077
H -0.39 -1.54 -2.61  0.1263
H -2.05 -3.07 -1.96  0.1224
H -3.27 -1.79 -1.73  0.1254
H -0.26 -3.02 -0.15  0.1370
H -0.76 -2.18 1.34  0.1237
H 0.91 -1.18 -0.82  0.1544



[2]
Below is one molecule with the formula C17H19N3O5S at a distorted geometry, with properties calculated with ωB97M-V/def2-TZVPD.

Properties
SMILES   Cc1ccc(S(=O)(=O)Nc2ccc(N3CCOCC3)cc2)cc1[N+](=O)[O-]
Energy above the lowest of the compared OMol25 structures with the same formula, charge and spin   125.7 kcal/mol
Lowest unoccupied orbital energy   -0.031 hartree
Maximum force   0.0287 hartree/bohr
E_HOMO   -7.779 eV

Last column: Löwdin charge in e.
Geometry (Å):
C -2.30 -3.97 0.62  -0.0374
C -2.55 -2.56 0.21  -0.1659
C -3.75 -1.95 0.59  -0.0096
C -4.03 -0.64 0.27  -0.0205
C -3.12 0.09 -0.47  -0.2624
S -3.38 1.83 -0.77  0.6679
O -2.69 2.20 -1.98  -0.2782
O -4.77 2.16 -0.65  -0.2888
N -2.60 2.45 0.59  -0.0652
C -1.22 2.12 0.63  -0.3447
C -0.82 1.02 1.38  -0.0396
C 0.50 0.62 1.40  -0.0120
C 1.48 1.30 0.66  -0.2171
N 2.80 0.92 0.74  -0.0914
C 3.19 -0.48 0.79  -0.1239
C 3.55 -0.97 -0.63  -0.1773
O 4.57 -0.18 -1.20  -0.1294
C 4.18 1.17 -1.27  -0.1855
C 3.86 1.70 0.14  -0.1357
C 1.05 2.41 -0.09  -0.0067
C -0.27 2.81 -0.10  -0.0216
C -1.94 -0.48 -0.88  0.0171
C -1.65 -1.79 -0.53  -0.0832
N -0.36 -2.29 -0.95  -0.3259
O 0.42 -1.49 -1.43  0.0712
O -0.11 -3.47 -0.80  0.0876
H -2.22 -4.61 -0.25  0.0930
H -1.36 -4.06 1.16  0.0890
H -3.11 -4.33 1.25  0.0813
H -4.46 -2.52 1.16  0.1176
H -4.95 -0.16 0.58  0.1222
H -2.78 3.44 0.64  0.1185
H -1.56 0.49 1.97  0.1238
H 0.78 -0.21 2.03  0.1081
H 2.38 -1.10 1.18  0.1081
H 4.06 -0.57 1.44  0.1298
H 3.93 -1.99 -0.59  0.1304
H 2.64 -0.93 -1.25  0.1045
H 5.03 1.71 -1.70  0.1266
H 3.30 1.28 -1.92  0.1274
H 3.60 2.75 0.12  0.1159
H 4.75 1.57 0.77  0.1306
H 1.75 2.96 -0.70  0.1007
H -0.56 3.65 -0.70  0.1190
H -1.25 0.10 -1.48  0.1317



[3]
Below is one molecule with the formula C17H19N7O2S at a distorted geometry, with properties calculated with ωB97M-V/def2-TZVPD.

Properties
SMILES   Cn1cc(-c2ncc(C#N)c(N3C[C@@H]4C[C@H]3CN4S(=O)(=O)C3CC3)n2)cn1
Energy above the lowest of the compared OMol25 structures with the same formula, charge and spin   0.0 kcal/mol
Lowest unoccupied orbital energy   -0.003 hartree
Maximum force   0.0860 hartree/bohr
E_HOMO   -8.811 eV

Last column: Löwdin charge in e.
Geometry (Å):
C -3.95 -2.68 5.00  -0.0165
N -3.08 -2.03 4.01  -0.1895
C -2.53 -0.77 4.15  -0.0011
C -2.07 -0.41 2.93  -0.1670
C -1.45 0.78 2.46  -0.3267
N -1.31 1.78 3.31  0.1382
C -0.86 2.92 2.82  -0.0467
C -0.50 3.05 1.47  -0.1417
C 0.11 4.25 1.05  -0.1948
N 0.69 5.23 0.71  0.1574
C -0.76 1.95 0.62  -0.2116
N -0.50 1.94 -0.73  0.0242
C 0.69 2.54 -1.42  -0.0577
C 0.91 1.51 -2.56  -0.2994
C -0.55 1.25 -2.95  -0.0730
C -0.88 0.76 -1.56  -0.2514
C 0.13 -0.36 -1.44  -0.1473
N 1.34 0.22 -2.05  -0.1661
S 2.21 -0.72 -3.24  0.7444
O 3.17 0.14 -3.93  -0.3132
O 1.22 -1.27 -4.19  -0.3211
C 3.08 -1.94 -2.21  -0.2995
C 4.61 -1.89 -2.08  -0.1108
C 3.97 -2.97 -2.92  -0.1276
N -1.23 0.84 1.16  0.1996
C -2.35 -1.55 2.08  -0.0993
N -2.96 -2.50 2.73  0.0762
H -4.67 -3.36 4.55  0.0823
H -3.34 -3.26 5.69  0.0815
H -4.53 -1.90 5.50  0.0881
H -2.48 -0.23 5.08  0.1326
H -0.67 3.76 3.47  0.1230
H 0.51 3.55 -1.79  0.1187
H 1.60 2.61 -0.79  0.1360
H 1.50 1.90 -3.39  0.1480
H -0.75 0.49 -3.72  0.1322
H -1.07 2.14 -3.24  0.1203
H -1.90 0.36 -1.43  0.1612
H 0.28 -0.73 -0.44  0.1073
H -0.16 -1.22 -2.04  0.1215
H 2.43 -2.27 -1.41  0.1113
H 4.99 -2.25 -1.10  0.1132
H 5.14 -1.12 -2.65  0.1131
H 4.14 -2.97 -3.98  0.1047
H 3.95 -3.99 -2.51  0.1109
H -2.13 -1.60 0.98  0.1163



[4]
Below is one molecule with the formula C17H19NS at a distorted geometry, with properties calculated with ωB97M-V/def2-TZVPD.

Properties
SMILES   CCc1cc2c(s1)CCN1Cc3ccccc3C[C@H]21
Energy above the lowest of the compared OMol25 structures with the same formula, charge and spin   52.9 kcal/mol
Lowest unoccupied orbital energy   0.032 hartree
Maximum force   0.1002 hartree/bohr
E_HOMO   -7.987 eV

Last column: Löwdin charge in e.
Geometry (Å):
C 2.17 -1.88 4.12  -0.0997
C 2.97 -0.71 3.65  -0.2638
C 2.77 -0.51 2.17  -0.4593
C 1.65 -0.93 1.44  -0.0784
C 1.63 -0.52 0.05  -0.1788
C 2.69 0.16 -0.26  -0.4887
S 3.90 0.37 1.05  1.0164
C 2.64 1.04 -1.49  -0.2003
C 1.55 0.67 -2.40  -0.2039
N 0.23 0.57 -1.76  -0.1397
C -0.99 0.67 -2.64  -0.0918
C -2.30 0.48 -1.90  -0.1548
C -3.55 0.68 -2.56  -0.0285
C -4.72 0.71 -1.77  -0.0931
C -4.70 0.42 -0.39  -0.0960
C -3.48 0.13 0.19  -0.0283
C -2.25 0.23 -0.55  -0.1985
C -1.05 0.18 0.27  -0.0938
C 0.14 -0.33 -0.64  -0.1835
H 2.50 -2.64 3.49  0.0673
H 2.54 -2.04 5.06  0.0450
H 1.10 -1.77 4.07  0.0838
H 3.99 -0.86 3.87  0.0949
H 2.59 0.18 4.13  0.1137
H 0.77 -1.39 1.79  0.0867
H 3.55 0.98 -2.00  0.0928
H 2.45 2.12 -1.17  0.1457
H 1.88 -0.26 -2.77  0.1133
H 1.46 1.47 -3.17  0.1401
H -0.83 -0.16 -3.31  0.1203
H -0.96 1.67 -3.12  0.1359
H -3.46 1.04 -3.59  0.1088
H -5.77 1.00 -2.15  0.1232
H -5.63 0.32 0.12  0.0851
H -3.44 -0.16 1.28  0.1247
H -0.77 1.05 0.86  0.1344
H -1.18 -0.61 1.01  0.1050
H -0.10 -1.34 -1.00  0.1439



[5]
Below is C17H20AsBrINiO2S as an isolated structure, with properties calculated with ωB97M-V/def2-TZVPD.

Properties
Energy above the lowest of the compared OMol25 structures with the same formula, charge and spin   0.0 kcal/mol
Charge   +1
Lowest unoccupied orbital energy (spin up / spin down)   -0.108 / -0.132 hartree
Maximum force   0.0123 hartree/bohr
Multiplicity   3
E_HOMO (spin up / spin down)   -11.240 / -11.225 eV

Last column: Mulliken spin population.
Geometry (Å):
Ni -0.13 -0.62 0.74  1.6764
C 2.25 0.96 3.84  0.0074
C 1.50 0.93 2.54  0.0041
O 0.94 -0.16 2.26  0.0769
C 1.45 2.08 1.68  -0.0222
C 2.10 3.27 2.11  -0.0036
C 2.09 4.41 1.36  0.0045
C 1.43 4.39 0.11  -0.0017
C 0.80 3.26 -0.33  0.0168
C 0.77 2.08 0.43  -0.0007
O 0.13 1.05 -0.07  0.1120
H 2.20 -0.02 4.30  -0.0013
H 1.81 1.70 4.51  0.0001
H 3.29 1.24 3.68  0.0006
H 2.61 3.28 3.06  0.0000
H 2.59 5.31 1.71  0.0001
H 1.42 5.29 -0.50  0.0002
H 0.28 3.25 -1.29  0.0007
Br -5.21 -2.35 3.51  0.0004
C -4.88 -2.58 1.67  0.0003
C -5.88 -3.16 0.89  -0.0008
C -5.68 -3.34 -0.47  0.0014
C -4.48 -2.96 -1.07  -0.0006
C -3.48 -2.39 -0.30  0.0069
C -3.70 -2.21 1.06  -0.0047
I -2.18 -1.37 2.20  0.0193
H -6.81 -3.46 1.35  0.0000
H -6.46 -3.79 -1.07  0.0001
H -4.33 -3.10 -2.13  0.0000
H -2.55 -2.09 -0.75  0.0029
C 2.57 -2.02 -3.37  -0.0006
As 1.74 -0.86 -2.11  -0.0026
C 3.15 0.20 -1.38  -0.0006
C 0.53 0.22 -3.10  0.0008
S 0.77 -2.13 -0.68  0.1048
H 3.01 -1.43 -4.17  -0.0004
H 1.82 -2.69 -3.78  0.0021
H 3.34 -2.60 -2.87  0.0003
H 3.40 0.98 -2.09  -0.0003
H 4.00 -0.45 -1.22  -0.0003
H 2.83 0.64 -0.44  0.0017
H 1.09 0.90 -3.74  -0.0005
H -0.08 0.78 -2.39  0.0001
H -0.08 -0.44 -3.70  0.0001



[6]
Below is C17H20BF2HfIN2 as an isolated structure at a distorted geometry, with properties calculated with ωB97M-V/def2-TZVPD.

Properties
Energy above the lowest of the compared OMol25 structures with the same formula, charge and spin   2.6 kcal/mol
Lowest unoccupied orbital energy   0.001 hartree
Maximum force   0.0199 hartree/bohr
E_HOMO   -7.679 eV

Last column: Löwdin charge in e.
Geometry (Å):
Hf -0.63 0.51 0.66  1.1029
I -2.29 -1.98 -0.25  1.0304
C -1.59 -1.74 -2.18  -0.6404
C -1.68 -2.79 -3.05  -0.1559
C -1.26 -2.61 -4.39  -0.0799
C -0.80 -1.40 -4.80  -0.0338
C -0.70 -0.31 -3.90  -0.1712
C -0.25 0.96 -4.35  -0.0381
C -0.17 2.01 -3.48  -0.0753
C -0.52 1.82 -2.12  -0.1563
C -0.95 0.61 -1.61  -0.2725
C -1.08 -0.46 -2.55  -0.2752
H -2.07 -3.74 -2.73  0.0904
H -1.32 -3.44 -5.08  0.1040
H -0.49 -1.25 -5.83  0.1125
H 0.04 1.08 -5.39  0.1106
H 0.16 2.98 -3.82  0.1029
H -0.41 2.68 -1.46  0.0785
F 0.30 3.82 1.28  0.0972
B -0.44 2.77 1.66  -0.6495
F -1.22 3.05 2.74  0.0545
C -2.24 1.08 5.79  -0.0779
C -2.59 -0.22 5.05  -0.1884
C -2.19 -0.14 3.64  -0.1156
N -1.88 0.00 2.55  0.0770
H -2.54 0.98 6.83  0.0793
H -2.74 1.93 5.34  0.0841
H -1.16 1.26 5.76  0.0872
H -3.66 -0.43 5.07  0.1238
H -2.08 -1.08 5.47  0.1251
C 2.75 0.98 0.06  -0.0788
C 2.36 -0.43 0.51  -0.7509
C 3.30 -0.88 1.63  -0.0785
C 2.47 -1.39 -0.68  -0.0677
N 0.97 -0.37 0.98  -0.2170
H 3.78 1.03 -0.31  0.0817
H 2.65 1.66 0.91  0.0720
H 2.10 1.33 -0.75  0.0633
H 4.33 -0.94 1.29  0.0766
H 3.00 -1.86 2.00  0.0732
H 3.25 -0.18 2.47  0.0731
H 3.49 -1.43 -1.06  0.0785
H 1.81 -1.07 -1.49  0.0665
H 2.17 -2.40 -0.39  0.0775